No. 1
Entry from OMol25: 19 unconnected molecules or ions with the total composition C54H82F13N23OPS in a non-equilibrium geometry (ωB97M-V/def2-TZVPD).

The geometry in XYZ format:
```
175
Properties=species:S:1:pos:R:3
C -1.2999 -0.7596 -1.7249
P 0.3505 -1.4591 -2.2249
O 0.8484 -0.3444 -3.3086
C 1.4574 -1.5176 -0.7425
C 2.7832 -1.0734 -0.6995
C 3.4467 -0.5110 -1.9285
C 3.2440 1.0176 -2.0275
N 3.3390 1.4925 -3.3894
C 3.4724 -1.1877 0.5612
C 4.8912 -0.6356 0.7293
C 4.8541 0.5117 1.8059
C 5.1654 1.9001 1.1902
C 3.8779 2.7178 0.8798
C 3.5916 3.7864 1.9427
N 2.5578 3.3389 2.9170
N 3.0019 -1.6571 1.6835
N 1.7482 -2.1164 1.5589
N 1.2222 -2.6584 2.7401
C 0.9857 -2.0868 0.4912
C -0.4029 -2.6711 0.5875
C -1.3642 -1.7958 1.4118
C -2.7407 -2.4459 1.4913
F -2.5588 -3.6471 2.1168
F -3.2158 -2.7445 0.2560
C -3.7340 -1.6265 2.3886
F -3.3538 -0.3327 2.4228
F -3.5219 -2.0828 3.6420
C -5.2625 -1.8112 2.1028
F -5.8606 -1.7841 3.3273
F -5.5339 -3.0441 1.6629
C -6.0102 -0.6712 1.3434
F -7.3150 -0.9626 1.4384
F -5.8754 0.4762 2.0146
S -5.6311 -0.3612 -0.4897
F -5.5788 -1.9074 -0.7872
F -7.1823 -0.3663 -0.8457
F -5.7656 1.2149 -0.2770
F -4.0767 -0.2522 -0.1985
F -5.3298 -0.0927 -2.0231
H -1.1532 -0.1963 -0.7982
H -1.6456 -0.0357 -2.4626
H -2.0265 -1.5518 -1.5597
H 0.6733 0.5729 -2.9772
H 3.0906 -1.0257 -2.8224
H 4.5198 -0.6680 -1.9298
H 2.3404 1.3541 -1.4836
H 4.0813 1.4663 -1.4789
H 3.1884 2.4860 -3.4643
H 2.7584 0.9723 -4.0289
H 5.5738 -1.4277 1.0186
H 5.2583 -0.1751 -0.1833
H 3.8528 0.6162 2.2276
H 5.5572 0.2779 2.6065
H 5.7787 2.4677 1.8956
H 5.7621 1.8181 0.2736
H 4.0725 3.2472 -0.0591
H 3.0081 2.0760 0.7057
H 3.1565 4.6471 1.4125
H 4.4961 4.1399 2.4433
H 1.9173 2.7890 2.3509
H 2.0128 4.1730 3.1241
H 1.3624 -3.6676 2.7258
H 1.7432 -2.2742 3.5205
H -0.8322 -2.8981 -0.3871
H -0.3374 -3.6306 1.1081
H -0.9998 -1.7869 2.4428
H -1.4208 -0.7582 1.0896
C 4.9110 -4.7029 -2.4021
C 4.7250 -3.6104 -1.4650
N 4.5775 -2.7388 -0.7300
H 4.4215 -4.4880 -3.3512
H 5.9698 -4.8745 -2.5952
H 4.4837 -5.6260 -2.0141
C 4.1832 7.5167 3.1241
C 2.8802 6.8881 3.2556
N 1.8550 6.3822 3.3594
H 4.2238 8.4526 3.6805
H 4.9722 6.8691 3.5068
H 4.4162 7.7372 2.0829
C -0.6164 -4.9518 -4.6282
C 0.6607 -5.1474 -3.9615
N 1.6704 -5.2999 -3.4352
H -0.7673 -5.6694 -5.4307
H -1.4470 -5.0624 -3.9330
H -0.6836 -3.9552 -5.0636
C -1.7861 -8.0763 -8.3089
C -2.0996 -7.0637 -7.3161
N -2.3476 -6.2638 -6.5282
H -2.2400 -7.8469 -9.2684
H -0.7119 -8.1561 -8.4696
H -2.1479 -9.0546 -7.9999
C -7.5458 3.1703 3.0871
C -7.6945 4.2026 4.1000
N -7.8104 5.0281 4.8881
H -7.9397 3.4975 2.1257
H -6.4978 2.9118 2.9430
H -8.0753 2.2613 3.3694
C -2.1750 5.9849 2.3501
C -1.1874 4.9919 1.9552
N -0.3969 4.2210 1.6436
H -2.3112 6.7347 1.5723
H -3.1429 5.5234 2.5398
H -1.8655 6.4998 3.2583
C 6.3232 -2.6528 -5.7306
C 6.0326 -1.6260 -4.7431
N 5.8028 -0.8037 -3.9750
H 5.8856 -2.4067 -6.6969
H 7.3964 -2.7664 -5.8792
H 5.9325 -3.6243 -5.4285
C -7.3282 7.7315 2.5624
C -6.0303 8.1011 2.0191
N -5.0052 8.3925 1.5935
H -7.8376 8.5905 2.9998
H -7.9775 7.3220 1.7886
H -7.2279 6.9766 3.3413
C -2.0260 2.6950 -4.8326
C -0.7567 2.4015 -4.1900
N 0.2492 2.1703 -3.6888
H -2.1896 2.0425 -5.6891
H -2.8554 2.5554 -4.1404
H -2.0553 3.7249 -5.1854
C -5.1139 -8.7485 -5.4622
C -4.1507 -9.5758 -6.1698
N -3.3845 -10.2220 -6.7284
H -5.3585 -9.1773 -4.4914
H -4.7174 -7.7470 -5.2983
H -6.0389 -8.6544 -6.0290
C 3.9126 3.4130 6.7636
C 5.0417 3.8071 5.9385
N 5.9215 4.1183 5.2701
H 3.9610 3.8758 7.7484
H 2.9696 3.7096 6.3049
H 3.8823 2.3350 6.9105
C 4.0605 -5.0520 4.3778
C 2.9274 -5.4801 3.5715
N 2.0336 -5.8180 2.9336
H 3.7286 -4.5412 5.2808
H 4.6670 -5.9039 4.6812
H 4.6996 -4.3675 3.8210
C 7.8943 0.9737 -7.0318
C 7.0396 0.0810 -7.7996
N 6.3649 -0.6233 -8.4039
H 8.3799 0.4438 -6.2134
H 8.6727 1.4050 -7.6595
H 7.3178 1.7916 -6.6026
C 0.4211 1.1581 7.6132
C 1.6998 0.9494 8.2715
N 2.7083 0.7826 8.7942
H 0.2728 0.4374 6.8077
H -0.4053 1.0581 8.3276
H 0.3567 2.1548 7.1794
C -2.7715 -11.6766 -10.3226
C -2.1633 -10.3977 -10.6547
N -1.6839 -9.3885 -10.9168
H -3.7684 -11.5386 -9.9072
H -2.8600 -12.3078 -11.2056
H -2.1758 -12.2125 -9.5854
C 5.7249 4.9159 -1.9344
C 5.4310 5.9240 -0.9261
N 5.1992 6.7244 -0.1380
H 5.2817 5.1815 -2.8932
H 6.7989 4.8117 -2.0809
H 5.3329 3.9422 -1.6437
C -11.0736 8.5223 4.7532
C -10.1990 9.6469 4.4557
N -9.5034 10.5275 4.2174
H -12.0357 8.8646 5.1313
H -11.2594 7.9244 3.8621
H -10.6308 7.8712 5.5058
C -3.3416 0.9772 10.8482
C -2.1940 1.6153 10.2227
N -1.2861 2.1190 9.7329
H -3.9858 1.7142 11.3251
H -3.9380 0.4372 10.1142
H -3.0256 0.2666 11.6104
```

Calculated values
HOMO level ... -10.1 eV
LUMO energy ... -2.72 eV
HOMO-LUMO gap ... 0.27234 hartree
Total charge ... +1

---

No. 2
Entry from OMol25: 12 unconnected molecules or ions with the total composition C54H87N3O15 in a non-equilibrium geometry (ωB97M-V/def2-TZVPD).

The geometry in XYZ format:
```
159
Properties=species:S:1:pos:R:3
C 1.0392 -1.8976 4.4896
C 1.9584 -2.6296 3.7575
C 2.3722 -3.8570 4.2572
C 1.8375 -4.3126 5.4865
C 0.8580 -3.5705 6.1610
C 0.5688 -2.3038 5.7496
N 2.3696 -5.5281 6.0487
O 1.7808 -5.9502 7.0410
O 3.2236 -6.1103 5.4397
H 0.6549 -0.9861 4.0779
H 2.3597 -2.2996 2.8104
H 3.1152 -4.5018 3.7571
H 0.5050 -3.9656 7.1105
H -0.1440 -1.6897 6.1975
C 4.4828 3.6532 -2.5072
C 3.2343 3.8970 -2.0405
C 2.3601 4.6780 -2.7999
C 2.7769 5.1372 -4.0645
C 4.0248 4.8998 -4.5360
C 4.9042 4.1983 -3.7392
N 1.7825 5.8546 -4.8414
O 0.8885 6.3745 -4.2120
O 1.8914 5.9567 -6.0547
H 5.1137 3.0409 -1.9297
H 2.8668 3.6421 -1.0917
H 1.3901 4.9063 -2.4240
H 4.4319 5.3789 -5.4335
H 5.9098 4.0882 -4.1595
C -0.1541 -0.9107 -1.3368
C 0.0291 -1.4710 -0.0489
C 0.4482 -0.7631 1.0157
C 0.8994 0.5499 0.7287
C 0.8545 1.1276 -0.4876
C 0.2230 0.4360 -1.5381
N 1.4117 1.4038 1.7889
O 1.3259 0.9634 2.9096
O 1.8960 2.4693 1.4936
H -0.6471 -1.4647 -2.1249
H -0.2997 -2.4853 0.1217
H 0.5657 -1.2055 1.9635
H 1.3490 2.0531 -0.7057
H 0.1560 0.9658 -2.4694
C -0.9966 5.9127 0.8886
C -2.0310 5.4908 -0.1517
C -1.2069 5.1724 -1.3021
O -0.0809 4.3964 -0.8229
C 0.2118 5.1077 0.4478
H -1.3645 5.7590 1.9356
H -0.6864 6.9663 0.8631
H -2.7838 6.2056 -0.4036
H -2.4546 4.6010 0.3122
H -0.9382 6.0808 -1.8211
H -1.7718 4.5794 -2.0519
H 1.1115 5.6845 0.2387
H 0.4561 4.3300 1.1951
C 3.7694 1.1029 5.3543
C 3.4535 0.8113 6.8457
C 2.7056 2.1294 7.2470
O 2.2165 2.6766 6.0387
C 3.2340 2.4736 5.0552
H 3.2290 0.4004 4.7003
H 4.7996 1.0863 5.1218
H 4.3951 0.5576 7.3423
H 2.7516 -0.0245 6.8888
H 3.3888 2.7980 7.7787
H 1.8732 1.9407 7.9623
H 4.0218 3.1965 5.3976
H 2.7067 2.7046 4.1044
C -7.2692 -2.2779 -0.9651
C -6.3825 -3.0629 0.1040
C -5.9465 -1.9561 1.0355
O -6.4504 -0.7169 0.5139
C -7.5964 -0.9921 -0.2913
H -8.1150 -2.7832 -1.4541
H -6.5389 -2.1111 -1.7650
H -5.5464 -3.5452 -0.3448
H -7.0108 -3.8240 0.5351
H -4.8951 -1.7581 1.2115
H -6.3931 -2.1684 2.0438
H -7.7887 -0.0813 -0.8713
H -8.4703 -1.0511 0.3517
C 1.5371 -7.4802 1.2470
C 1.3208 -5.9887 1.0469
C 2.2177 -5.5117 -0.1152
O 2.5881 -6.7498 -0.7518
C 2.5754 -7.7708 0.2140
H 0.6649 -8.0616 0.9313
H 1.8004 -7.9989 2.1529
H 1.4765 -5.3534 1.9450
H 0.2196 -5.9912 0.8708
H 3.0935 -5.0769 0.4054
H 1.7439 -4.8837 -0.9000
H 3.5987 -7.8304 0.6616
H 2.5423 -8.6891 -0.3227
C 2.5123 1.0970 -4.8106
C 1.9260 -0.1998 -5.3331
C 2.7407 -1.3014 -4.6460
O 3.8917 -0.6726 -4.0645
C 3.9711 0.6446 -4.6751
H 2.1742 1.2382 -3.8029
H 2.2652 1.9492 -5.4441
H 2.0256 -0.2883 -6.4208
H 0.8335 -0.2261 -5.1015
H 3.0936 -2.0163 -5.4436
H 2.2249 -1.9234 -3.9502
H 4.5562 0.4821 -5.6526
H 4.6231 1.2928 -4.1004
C 5.4132 1.0833 0.6212
C 4.7383 0.0987 -0.3901
C 4.3160 -1.0253 0.4976
O 3.9712 -0.4585 1.7477
C 4.9629 0.5732 1.9650
H 5.0469 2.0544 0.4204
H 6.4924 1.0389 0.5004
H 5.3592 -0.4124 -1.1641
H 3.8985 0.5324 -0.9250
H 5.1665 -1.6218 0.7084
H 3.4842 -1.6037 0.0589
H 5.8298 0.1454 2.5673
H 4.4964 1.3467 2.5653
C -3.8059 2.1137 1.1471
C -3.6865 2.1679 2.6661
C -2.2506 2.7143 2.8058
O -1.4722 2.2787 1.6714
C -2.3807 1.7722 0.7074
H -4.1903 3.0645 0.7108
H -4.4681 1.2420 0.8638
H -3.7818 1.2230 3.1120
H -4.3853 2.8413 3.0679
H -1.7240 2.5138 3.7341
H -2.4584 3.8320 2.7750
H -2.2085 0.7150 0.6093
H -2.0730 2.2085 -0.2577
C -1.5650 -3.2985 -3.4677
C -2.7345 -2.3140 -3.3994
C -3.0197 -2.3105 -1.8782
O -2.4343 -3.5327 -1.3600
C -1.9820 -4.3085 -2.4154
H -0.5289 -2.8507 -3.2997
H -1.5611 -3.7087 -4.4877
H -3.6125 -2.6212 -4.0077
H -2.5664 -1.2594 -3.6894
H -4.0923 -2.3131 -1.7097
H -2.5337 -1.4739 -1.4000
H -2.7285 -4.9527 -2.7944
H -1.2388 -4.9770 -1.9516
C -6.2806 1.3713 -4.2005
C -6.0718 1.8031 -2.7776
C -4.8325 1.1099 -2.3708
O -5.0500 -0.2353 -2.9945
C -5.7687 -0.0515 -4.1303
H -5.6114 1.9820 -4.8462
H -7.2175 1.5890 -4.6596
H -6.9109 1.4800 -2.1201
H -6.1345 2.9202 -2.6728
H -4.7244 0.9436 -1.2710
H -3.9168 1.4361 -2.8645
H -6.5088 -0.8432 -4.1086
H -5.1027 -0.2956 -4.9779
```

Calculated values
Structure (SMILES) ... O=[N+]([O-])c1ccccc1.O=[N+]([O-])c1ccccc1.O=[N+]([O-])c1ccccc1.C1CCOC1.C1CCOC1.C1CCOC1.C1CCOC1.C1CCOC1.C1CCOC1.C1CCOC1.C1CCOC1.C1CCOC1
HOMO level ... -9.3 eV
LUMO energy ... -0.44 eV
HOMO-LUMO gap ... 0.32693 hartree
Total charge ... 0